Density functional theory data (ωB97M-V/def2-TZVPD) for 2 unconnected molecules or ions with the total composition C13H5F3N5O6S in a non-equilibrium geometry.

Frontier orbital gap, eV: 4.3
E_HOMO, eV: -3.8
Relative energy (zero: lowest compared OMol25 entry of this formula, charge and spin), kcal per mole: 0.0
Net charge: -1
Spin multiplicity: 1

Positions of all 33 atoms, in Å:
F  0.77  -2.12  1.11
C  0.32  -1.13  1.93
F  -0.14  -1.73  3.08
F  1.41  -0.37  2.30
C  -0.76  -0.30  1.29
C  -1.23  0.83  1.97
C  -2.24  1.61  1.39
C  -2.83  1.23  0.21
C  -2.39  0.05  -0.46
S  -3.19  -0.57  -1.77
C  -1.28  -0.67  0.07
H  -0.80  1.10  2.93
H  -2.56  2.52  1.88
H  -3.68  1.78  -0.22
H  -0.91  -1.54  -0.47
O  -4.43  -1.25  6.26
N  -4.73  -0.80  5.17
C  -4.65  -1.22  3.85
C  -5.17  -0.19  3.05
N  -5.54  0.88  3.81
O  -5.25  0.51  5.10
C  -5.34  -0.44  1.62
N  -6.12  0.44  0.76
O  -6.29  0.05  -0.42
O  -6.61  1.51  1.19
C  -4.84  -1.62  1.05
C  -4.37  -2.63  1.91
N  -4.34  -4.01  1.68
O  -4.40  -4.68  0.67
O  -4.32  -4.63  2.95
N  -4.23  -3.69  3.96
C  -4.29  -2.48  3.31
H  -4.86  -1.80  -0.02